(1)
{"formula": "C2H2F3O6PS", "method": "wB97M-V/def2-TZVPD", "lumo_ev": 6.34, "e_homo_ev": -1.08, "relative_energy_kj_mol": 176.7, "total_charge": -2, "species": ["C", "C", "O", "O", "O", "O", "O", "O", "F", "F", "F", "P", "S", "H", "H"], "xyz": [[-0.362, 0.943, -0.069], [-0.691, -1.256, 1.625], [2.159, 2.167, -2.082], [0.850, -0.141, -2.037], [-0.039, 1.864, -3.298], [-0.542, -1.730, -1.051], [1.592, -0.938, 0.135], [0.202, 1.339, 1.153], [-2.060, -1.070, 1.756], [-0.335, -0.958, 2.964], [-0.672, -2.626, 1.669], [0.857, 1.422, -2.207], [0.314, -0.701, -0.488], [-1.417, 0.911, 0.027], [0.144, 0.775, 1.905]], "forces_ev_per_angstrom": [[2.8, 0.1, -0.7], [-0.9, -0.9, 0.6], [-0.9, -1.0, 0.7], [0.6, -0.3, -0.2], [-0.7, -0.1, 0.0], [0.1, 0.0, 0.7], [-0.1, -0.4, -0.2], [0.6, 2.3, -1.4], [-1.0, 0.8, -0.5], [0.9, 0.5, 0.4], [0.7, -0.9, -0.2], [0.0, 1.4, 1.1], [-0.4, 0.2, -0.1], [-1.1, -0.3, -0.5], [-0.6, -1.4, 0.4]]}

---

(2)
{"formula": "C2H11N2O", "method": "wB97M-V/def2-TZVPD", "lumo_ev": -3.26, "e_homo_ev": -14.02, "relative_energy_kj_mol": 61.3, "total_charge": 1, "species": ["C", "N", "C", "N", "H", "H", "H", "H", "H", "H", "H", "H", "H", "H", "H", "O"], "xyz": [[-1.151, 0.820, -0.911], [-0.519, -0.226, -1.755], [-0.089, 1.302, 0.064], [0.660, 0.156, 0.631], [-2.040, 0.470, -0.333], [-1.627, 1.665, -1.487], [-1.123, -1.027, -1.832], [-0.346, 0.056, -2.716], [-0.537, 1.912, 0.858], [0.683, 1.931, -0.443], [1.322, 0.570, 1.301], [0.092, -0.567, 1.100], [1.228, -0.284, -0.097], [1.815, -2.044, 2.155], [0.595, -2.770, 1.895], [1.036, -1.965, 1.570]], "forces_ev_per_angstrom": [[-0.8, 0.2, -0.6], [-0.5, 0.3, 0.1], [0.1, 1.5, -0.8], [0.1, 1.7, 0.2], [0.8, -0.4, -0.4], [1.0, -0.6, 0.5], [-0.2, -0.3, 0.0], [0.0, 0.3, 0.3], [0.2, -0.3, 0.0], [-0.7, -0.4, 0.3], [-0.3, -0.6, 0.1], [0.5, 0.4, -0.2], [-0.5, -0.3, -0.1], [0.0, 0.5, -0.5], [-0.4, 0.1, -0.6], [0.7, -2.1, 1.7]]}

---

(3)
{"formula": "C27H43F6O21", "method": "wB97M-V/def2-TZVPD", "lumo_ev": 2.12, "e_homo_ev": -7.72, "relative_energy_kj_mol": 83.8, "total_charge": -1, "species": ["F", "C", "C", "O", "C", "O", "O", "F", "H", "H", "H", "C", "C", "O", "C", "O", "O", "F", "H", "H", "H", "C", "C", "O", "C", "O", "O", "F", "H", "H", "H", "C", "C", "O", "C", "O", "O", "F", "H", "H", "H", "C", "C", "O", "C", "O", "O", "F", "H", "H", "H", "C", "O", "C", "C", "O", "C", "C", "O", "C", "H", "H", "H", "H", "H", "H", "H", "H", "H", "H", "H", "H", "H", "H", "C", "O", "C", "C", "O", "C", "C", "O", "C", "H", "H", "H", "H", "H", "H", "H", "H", "H", "H", "H", "H", "H", "H"], "xyz": [[36.028, -63.858, -66.932], [33.935, -65.760, -65.016], [34.175, -67.113, -64.454], [33.007, -67.885, -64.696], [32.215, -67.130, -65.599], [31.112, -67.472, -66.028], [32.753, -65.943, -65.833], [34.246, -67.009, -63.001], [34.708, -65.385, -65.588], [33.623, -64.932, -64.266], [34.951, -67.905, -64.791], [36.272, -61.000, -68.645], [35.421, -61.951, -69.437], [35.987, -61.821, -70.760], [36.841, -60.841, -70.749], [37.496, -60.503, -71.714], [37.068, -60.262, -69.538], [34.256, -61.610, -69.402], [36.814, -61.760, -68.019], [35.572, -60.467, -67.829], [35.563, -63.019, -69.284], [34.608, -67.069, -68.624], [35.820, -66.372, -69.088], [35.372, -65.469, -70.059], [33.959, -65.407, -70.049], [33.329, -64.665, -70.852], [33.507, -66.286, -69.163], [36.609, -67.346, -69.607], [34.535, -67.056, -67.486], [34.592, -67.963, -68.911], [36.367, -65.935, -68.472], [32.107, -63.195, -67.687], [32.771, -62.489, -66.485], [32.035, -63.112, -65.425], [31.002, -63.784, -65.715], [30.169, -64.232, -64.908], [31.001, -63.907, -67.112], [32.616, -61.227, -66.653], [32.704, -64.123, -68.047], [32.017, -62.519, -68.584], [33.950, -62.715, -66.528], [36.517, -64.095, -62.733], [35.863, -62.888, -63.589], [36.654, -61.808, -63.062], [37.659, -62.171, -62.373], [38.402, -61.431, -61.847], [37.754, -63.504, -62.322], [34.552, -62.740, -63.411], [36.796, -64.866, -63.422], [36.108, -64.446, -61.966], [35.989, -63.011, -64.706], [36.379, -73.403, -60.900], [36.924, -72.408, -61.841], [36.248, -71.199, -61.710], [36.972, -70.057, -62.551], [37.977, -69.689, -62.009], [38.283, -68.260, -62.165], [38.707, -67.606, -63.520], [37.658, -67.089, -64.255], [38.013, -66.290, -65.340], [36.698, -73.136, -59.867], [36.957, -74.343, -61.013], [35.279, -73.471, -61.183], [36.054, -70.938, -60.587], [35.387, -71.458, -62.158], [36.088, -69.242, -62.722], [37.243, -70.336, -63.533], [39.249, -68.400, -61.445], [37.788, -67.667, -61.427], [39.636, -67.911, -64.105], [39.005, -66.716, -63.162], [38.636, -65.377, -65.164], [37.291, -66.039, -65.986], [38.534, -67.065, -65.930], [43.060, -69.358, -69.772], [42.683, -68.148, -69.142], [41.270, -68.023, -69.025], [41.008, -66.601, -68.622], [39.731, -66.378, -68.679], [39.394, -65.026, -68.256], [39.140, -63.877, -69.263], [40.429, -63.553, -69.781], [40.371, -62.397, -70.579], [42.349, -70.056, -69.404], [43.990, -69.763, -69.631], [42.689, -69.380, -70.784], [40.733, -68.544, -68.132], [40.800, -68.390, -69.738], [41.451, -65.776, -69.290], [41.519, -66.609, -67.561], [40.021, -64.600, -67.459], [38.610, -65.051, -67.791], [38.777, -63.096, -68.723], [38.433, -64.336, -70.056], [41.437, -62.091, -70.968], [40.387, -61.640, -70.025], [39.632, -62.404, -71.129]], "forces_ev_per_angstrom": [[-0.3, -0.1, 0.1], [-2.3, 1.4, 1.4], [0.1, -3.4, 2.8], [-1.0, 1.9, -1.7], [-3.8, -1.6, 0.2], [3.7, 0.5, 1.2], [0.9, -0.1, -0.2], [0.4, -0.1, -2.1], [1.7, 0.9, -1.6], [0.8, -1.8, -0.7], [-0.2, 2.4, 0.7], [-0.7, -1.6, 4.4], [6.9, -2.4, -1.0], [-1.0, 0.0, 0.2], [3.2, 1.8, -2.5], [-0.9, -0.2, 0.9], [-1.2, -0.5, 0.1], [-8.3, 1.9, -0.3], [0.5, 1.2, -0.2], [1.7, -0.4, -2.3], [-0.1, 0.0, 0.9], [-1.4, 7.7, 5.0], [-3.9, -3.2, -5.3], [-1.4, 0.4, -0.3], [-0.1, 2.2, -3.7], [2.4, -3.2, 4.0], [-0.3, -0.2, 0.0], [0.8, -0.6, -1.2], [-0.1, 0.1, -1.5], [-0.5, -7.3, -2.8], [4.5, 4.3, 5.8], [1.9, -3.0, -0.6], [2.3, -5.2, -2.6], [4.1, 3.4, 2.8], [-4.3, -2.3, -1.3], [2.7, 1.2, -2.9], [-2.0, 0.6, 0.8], [-0.9, 3.7, 1.0], [-0.2, 2.0, 0.4], [-1.0, -0.7, 1.2], [-2.5, 0.1, 1.1], [3.7, 3.9, -7.8], [2.2, -2.0, -0.1], [-4.3, 1.4, -2.7], [1.3, -1.5, 1.1], [1.6, 1.2, 0.9], [0.3, -0.7, 0.5], [-0.7, 0.6, 0.9], [-0.2, -0.7, -0.3], [-4.3, -2.6, 6.3], [0.4, 0.2, 1.0], [0.9, 0.8, -1.2], [1.4, -2.1, 1.6], [2.3, 1.4, 1.1], [-12.1, -3.2, -3.6], [9.3, 6.2, 5.5], [5.1, -2.7, 1.9], [0.1, -1.0, 0.7], [-3.4, -0.5, -0.3], [4.4, -2.1, 0.5], [-1.1, 0.4, -0.4], [-0.7, 0.4, -0.7], [1.2, -0.3, 1.1], [0.6, 0.0, -1.9], [-4.0, 0.2, -1.4], [1.6, -1.3, 0.6], [-0.8, -1.4, -1.9], [-1.2, 1.1, -2.3], [-1.7, 0.6, -0.5], [-1.5, -0.8, 0.5], [2.4, 3.1, 2.2], [-0.3, -0.8, 0.4], [-3.7, 1.2, -1.5], [1.0, 1.0, -0.6], [-4.3, 0.6, -0.2], [0.5, 0.0, 0.3], [3.7, 2.5, 7.8], [5.6, 0.8, -0.4], [-5.3, 2.5, 1.0], [6.9, 1.1, -3.9], [2.2, -5.0, -2.2], [-0.2, -0.4, -0.3], [9.5, -4.1, 1.3], [-0.3, -1.5, 0.9], [2.6, 0.0, 0.4], [0.8, 0.5, -1.1], [1.5, -0.1, -0.9], [-4.1, -2.7, -7.4], [0.6, -1.5, 0.9], [-0.9, 0.8, -1.4], [1.0, -0.6, -0.5], [-9.2, -1.1, 4.9], [-1.6, 2.3, 1.4], [0.9, 1.3, 0.8], [-1.8, -1.7, -0.6], [-1.2, 6.6, 5.3], [-6.8, 0.0, -6.3]]}

---

(4)
{"formula": "C15H37O5P2S", "method": "wB97M-V/def2-TZVPD", "lumo_ev": -3.53, "e_homo_ev": -10.60, "relative_energy_kj_mol": 0.0, "total_charge": 1, "species": ["C", "O", "C", "C", "C", "C", "C", "C", "C", "C", "P", "C", "C", "P", "O", "O", "S", "H", "H", "H", "H", "H", "H", "H", "H", "H", "H", "H", "H", "H", "H", "H", "H", "H", "H", "H", "H", "H", "H", "H", "H", "H", "H", "H", "C", "O", "C", "C", "O", "C", "H", "H", "H", "H", "H", "H", "H", "H", "H", "H"], "xyz": [[-1.763, 0.344, 1.114], [-2.852, 1.213, 0.869], [-2.631, 2.039, -0.253], [-2.804, 1.298, -1.621], [-1.570, 1.592, -2.557], [-1.741, 0.701, -3.828], [-0.410, 0.380, -4.609], [0.823, 1.230, -4.191], [2.087, 0.691, -4.972], [3.321, 0.389, -4.065], [2.967, -0.628, -2.542], [4.356, -1.878, -2.361], [1.391, -1.590, -2.593], [3.127, 0.637, -0.750], [4.746, 0.981, -0.489], [2.379, 2.114, -0.952], [2.447, -0.413, 0.720], [-2.066, -0.674, 0.793], [-0.836, 0.590, 0.558], [-1.486, 0.293, 2.184], [-1.572, 2.389, -0.216], [-3.246, 2.954, -0.241], [-3.767, 1.477, -2.123], [-2.744, 0.212, -1.396], [-0.683, 1.358, -1.947], [-1.641, 2.647, -2.875], [-2.166, -0.273, -3.508], [-2.470, 1.161, -4.513], [-0.600, 0.617, -5.677], [-0.230, -0.710, -4.583], [0.640, 2.272, -4.509], [1.020, 1.249, -3.103], [2.400, 1.503, -5.657], [1.773, -0.152, -5.608], [4.026, -0.218, -4.673], [3.886, 1.306, -3.807], [5.281, -1.332, -2.610], [4.372, -2.182, -1.301], [4.160, -2.743, -3.012], [1.268, -2.043, -3.594], [0.526, -0.919, -2.437], [1.382, -2.326, -1.775], [4.754, 1.527, 0.309], [2.507, 2.408, -1.866], [-3.074, -0.215, 5.161], [-2.391, -1.440, 4.943], [-0.983, -1.315, 5.087], [-0.510, -1.858, 6.423], [-0.979, -1.059, 7.500], [-2.082, -1.644, 8.175], [-4.139, -0.428, 5.231], [-2.755, 0.267, 6.088], [-2.908, 0.462, 4.316], [-0.670, -0.274, 4.960], [-0.526, -1.905, 4.286], [0.583, -1.822, 6.451], [-0.817, -2.900, 6.548], [-1.747, -2.499, 8.771], [-2.860, -1.964, 7.479], [-2.501, -0.895, 8.846]], "forces_ev_per_angstrom": [[0.1, -1.1, -0.1], [0.2, 0.6, 0.1], [0.6, 0.2, -1.1], [1.1, -0.3, 0.5], [-2.2, -0.6, -0.3], [0.8, -0.4, 0.4], [-0.7, 0.8, -0.1], [0.3, -0.6, -1.0], [-0.3, 1.2, 0.5], [-0.2, -0.8, -0.9], [1.0, -0.8, -1.1], [-0.7, 1.1, 0.4], [-0.3, 0.8, 0.3], [0.4, 1.1, 3.0], [-2.2, -0.4, -1.7], [1.0, -2.3, -0.4], [-0.1, 0.4, -0.9], [0.3, 0.3, 0.3], [-0.5, 0.2, 0.1], [-0.4, 0.2, -0.4], [-0.5, 0.0, 0.0], [-0.1, -0.6, 0.5], [0.4, 0.1, 0.2], [-0.2, 0.5, -0.1], [-0.1, 0.3, -0.5], [0.6, -0.3, 0.4], [0.1, 0.5, -0.2], [0.2, -0.1, 0.3], [0.3, -0.2, 0.5], [0.2, 0.6, 0.1], [0.0, -0.4, 0.4], [-0.3, -0.1, -0.4], [0.0, -0.6, 0.2], [0.4, 0.1, 0.4], [-0.2, 0.2, 0.5], [-0.4, -0.4, 0.2], [-0.3, -0.5, 0.0], [0.0, 0.0, -0.4], [0.1, 0.4, 0.1], [0.4, 0.1, 0.5], [0.5, -0.2, 0.0], [0.3, 0.2, -0.4], [0.3, 0.1, 0.3], [0.0, 0.5, 0.0], [-0.1, -0.1, -0.1], [0.1, 0.2, 0.1], [-0.2, -0.4, -0.1], [0.2, 0.4, 0.1], [-0.2, -0.2, -0.1], [0.0, 0.1, 0.1], [0.0, -0.1, -0.1], [0.1, 0.0, 0.0], [0.0, 0.1, 0.1], [0.0, 0.0, 0.1], [0.1, 0.0, 0.0], [0.0, 0.0, 0.0], [-0.1, 0.0, -0.1], [-0.1, -0.1, 0.0], [0.0, 0.0, 0.0], [0.1, 0.0, 0.0]]}